Molecular formula: C20H20N4OS2
Method: DFT, ωB97M-V with the def2-TZVPD basis set

Last column: natural (NBO) charge in e.
Positions of all 47 atoms, in Å:
C 0.5074 -0.6882 0.0308  -0.37
C 0.9038 -0.6803 -1.2270  -0.21
C 1.9790 0.2005 -1.8050  -0.26
N 2.6437 1.0009 -0.8169  -0.36
C 2.4057 2.3167 -0.5380  0.15
N 3.1163 2.7163 0.4798  -0.28
N 3.8286 1.6773 0.9049  -0.26
C 3.5584 0.6389 0.1407  0.29
C 4.1742 -0.6368 0.3338  -0.26
C 5.1063 -0.9069 1.3025  -0.21
C 5.5548 -2.2390 1.2774  -0.25
C 4.9651 -2.9732 0.2973  -0.40
S 3.8440 -2.0527 -0.6187  0.44
H 5.1175 -4.0044 0.0479  0.24
H 6.2848 -2.6366 1.9589  0.23
H 5.4380 -0.1546 1.9931  0.25
S 1.3008 3.3140 -1.4482  0.23
C 0.4683 4.1050 -0.0348  -0.61
C -0.4214 3.1255 0.7315  0.67
O -0.4539 3.1276 1.9392  -0.59
N -1.1388 2.3173 -0.0862  -0.61
C -1.9928 1.2559 0.2389  0.15
C -2.3028 0.9168 1.5507  -0.24
C -3.1346 -0.1618 1.8136  -0.19
C -3.6498 -0.8957 0.7652  -0.05
C -3.3439 -0.5506 -0.5499  0.08
C -2.5231 0.5198 -0.8233  -0.26
H -2.2800 0.7863 -1.8429  0.20
C -4.0275 -1.4790 -1.5097  -0.44
H -3.3855 -1.7758 -2.3391  0.21
H -4.9104 -0.9876 -1.9280  0.21
C -4.4312 -2.6668 -0.6214  -0.38
H -5.3487 -3.1446 -0.9608  0.21
H -3.6354 -3.4134 -0.6329  0.20
C -4.5635 -2.0851 0.7954  -0.43
H -4.2939 -2.8039 1.5691  0.22
H -5.5886 -1.7556 0.9873  0.21
H -3.3680 -0.4213 2.8354  0.21
H -1.8862 1.4927 2.3595  0.26
H -0.9825 2.4379 -1.0804  0.40
H 1.2330 4.5041 0.6302  0.28
H -0.1303 4.9175 -0.4489  0.25
H 1.5347 0.8833 -2.5391  0.23
H 2.7182 -0.4164 -2.3283  0.23
H 0.4488 -1.3353 -1.9563  0.21
H -0.2772 -1.3407 0.3693  0.22
H 0.9383 -0.0479 0.7836  0.20

Energy above the lowest of the compared OMol25 structures with the same formula, charge and spin: 5.4 kcal/mol
HOMO-LUMO gap: 0.3112 Ha
E_LUMO: 0.360 eV
Highest occupied orbital energy: -8.1 eV

***

Molecular formula: C8H10N3
Method: DFT, ωB97M-V with the def2-TZVPD basis set

Last column: natural (NBO) charge in e.
Positions of all 21 atoms, in Å:
C 1.2876 1.8738 0.6551  -0.36
C -0.6390 -1.2809 -0.7673  -0.06
C 2.3215 1.4784 -0.2541  0.12
C 1.5126 -0.4716 -1.5197  0.32
C 0.3501 0.8496 0.8210  0.37
C -1.4795 -0.5376 0.0468  0.19
C 1.0841 -0.6157 0.7282  -0.27
C -2.9072 -0.8111 0.3179  -0.65
N 2.3031 0.5319 -1.2514  -0.50
N -0.9664 0.6048 0.6630  -0.53
N 0.7435 -1.0206 -0.6139  -0.33
H 1.0990 2.8822 1.0841  0.28
H -0.8480 -1.8298 -1.5558  0.23
H 3.1362 2.2975 -0.4256  0.24
H 1.6420 -0.6979 -2.6484  0.26
H 2.0805 -0.5174 1.0476  0.25
H 0.7539 -1.3464 1.4362  0.24
H -3.2009 -1.7119 -0.1063  0.25
H -3.4164 -0.0721 -0.1496  0.23
H -3.2167 -0.7851 1.3496  0.25
H -1.6402 1.1800 1.1426  0.44

Energy above the lowest of the compared OMol25 structures with the same formula, charge and spin: 65.6 kcal/mol
HOMO-LUMO gap: 0.2863 Ha
Total charge: +1
E_LUMO: -5.140 eV
Highest occupied orbital energy: -12.9 eV

***

Molecular formula: C3H32NO11S2
Method: DFT, ωB97M-V with the def2-TZVPD basis set

Last column: natural (NBO) charge in e.
Positions of all 49 atoms, in Å:
N -0.4057 -2.0346 0.1717  -0.72
C -1.6954 -2.5246 -0.2726  -0.08
C -1.6504 -3.4653 -1.4312  -0.63
C -2.6132 -1.4190 -0.6691  -0.60
S -3.4443 -0.8288 0.8088  0.08
S -4.8400 0.5784 0.2366  -0.10
H 0.3939 -2.7583 0.5328  0.48
H -0.1872 -1.4027 -0.5157  0.42
H -0.5671 -1.4265 1.0974  0.45
H -1.9598 -3.2268 0.6898  0.22
H -1.0751 -4.4505 -1.3183  0.24
H -2.6412 -3.6999 -1.8044  0.25
H -1.2525 -2.8788 -2.3335  0.20
H -2.0775 -0.6944 -1.3126  0.27
H -3.4093 -1.6758 -1.4184  0.24
H -4.2386 1.6461 0.8080  0.14
H -2.1928 4.2767 -1.2395  0.51
H -1.5831 3.5671 -2.6368  0.49
O -1.8802 3.4569 -1.6776  -1.00
H 2.6056 -1.0941 1.1781  0.49
H 1.4864 -0.2767 2.0385  0.48
O 1.6694 -1.1428 1.7224  -1.07
H 0.6854 0.4286 4.3304  0.48
H -0.8645 0.0859 4.2422  0.50
O -0.1125 0.5177 3.9904  -0.98
H 0.7354 -0.2232 -4.2393  0.51
H -0.1601 0.8562 -3.8902  0.49
O 0.3684 0.1966 -3.3308  -0.97
H 2.9699 2.9514 0.1476  0.49
H 2.2713 2.5240 1.3827  0.52
O 2.5047 2.2012 0.4803  -0.99
H 0.7382 2.0825 3.2670  0.50
H -0.0073 1.5812 1.9884  0.49
O 0.6342 2.1887 2.2671  -0.99
H 2.2362 -3.5631 0.2463  0.47
H 1.9478 -3.0228 1.5888  0.53
O 1.5916 -3.6063 0.8024  -0.90
H -0.0204 3.5577 0.0343  0.47
H 0.4083 4.3023 1.2299  0.48
O 0.4835 4.4173 0.2135  -0.95
H 0.1101 0.2694 -1.5447  0.52
H -1.1082 1.3668 -1.0733  0.51
O -0.5598 0.5622 -0.7811  -1.05
H 3.6405 -0.6525 -0.5907  0.53
H 3.4988 0.2031 0.7370  0.51
O 3.7454 -0.7082 0.4083  -0.94
H 1.6208 1.0593 -2.2825  0.49
H 2.1978 1.2971 -0.8300  0.50
O 2.0025 0.6015 -1.4485  -1.01

Energy above the lowest of the compared OMol25 structures with the same formula, charge and spin: 57.9 kcal/mol
HOMO-LUMO gap: 0.3197 Ha
Total charge: +1
E_LUMO: -2.751 eV
Highest occupied orbital energy: -11.4 eV